Record 1
The following is a DFT calculation (the ωB97M-V functional and the def2-TZVPD basis) of a molecular structure, C28H30BN6O2RbSb.

Atoms and positions in Å:
Sb  0.2117  0.4001  1.0602
H  3.9667  -4.1000  2.3705
C  -0.4170  -3.7605  -1.6129
H  -0.1901  4.6635  3.9607
H  -1.4681  -0.2335  3.7196
H  1.8236  1.4613  5.9693
H  -2.1363  -0.9364  -0.4709
H  -1.6270  -0.9044  -4.6701
H  -3.6032  -1.3424  4.2352
C  1.3139  1.8520  5.0968
H  1.5480  -4.3807  2.8124
C  3.0626  2.1974  -3.0309
B  -2.3208  -1.4588  -3.8525
C  0.1816  3.6466  3.9735
C  2.7120  2.4473  -4.4708
C  1.0355  -2.4158  2.1271
C  -4.0662  -1.7585  2.1787
N  -3.2250  -0.3873  -3.1690
H  3.6280  2.4878  -5.0601
O  0.6864  4.1639  -1.3307
H  2.2234  2.5126  0.1049
C  -2.4436  -1.0106  0.5676
C  1.1559  1.0479  3.9739
C  1.9217  -3.4488  2.4059
C  3.7469  -2.1000  1.6217
C  -1.6429  -0.5080  1.5914
H  -0.4437  3.2597  1.9678
N  3.8444  1.2434  -2.6717
C  3.2780  -3.2920  2.1565
H  3.9019  2.4245  -0.4815
H  1.5442  0.0357  3.9856
H  4.8143  -0.1854  -3.3802
N  1.3761  3.6470  -2.2983
C  2.8592  -1.0708  1.3376
C  -4.4482  -0.5587  -2.6401
C  0.8234  3.1493  5.0999
N  -0.3797  -1.5826  -2.1934
Rb  -0.1145  1.4776  -2.2625
H  -5.0073  -2.2441  2.4071
C  0.0301  2.8445  2.8515
C  1.4964  -1.2160  1.5938
H  -0.0231  -2.5565  2.3118
H  -0.1612  -4.7014  -1.1565
O  4.3118  0.5171  -3.7996
H  -5.8156  0.8617  -1.6337
N  -1.4229  -2.1850  -2.8014
C  -3.8205  1.5208  -2.3999
H  3.2404  -0.1546  0.8968
H  0.9484  3.7759  5.9744
C  0.5055  1.5332  2.8435
H  2.1512  3.3712  -4.5630
C  -1.4614  -3.4872  -2.4749
C  2.4751  3.0158  -1.9701
C  -4.8815  0.6469  -2.1241
H  3.0876  3.9886  -0.1790
H  2.1215  1.6211  -4.8743
H  -4.2595  -2.0150  0.0521
C  2.9647  2.9718  -0.5595
H  -3.0486  -2.3089  -4.3240
H  4.8022  -1.9734  1.4137
H  -2.2295  -4.1198  -2.8884
C  -3.6501  -1.6357  0.8618
C  -2.0736  -0.6309  2.9118
N  -2.8336  0.8948  -3.0349
C  0.2348  -2.5270  -1.4871
H  -4.9192  -1.5278  -2.6827
H  -3.7323  2.5745  -2.1789
C  -3.2785  -1.2530  3.2054
H  1.1159  -2.2838  -0.9130

Cartesian forces, eV/Å:
Sb 0.0 -0.1 0.0
H 0.0 0.0 0.0
C 0.0 0.0 0.0
H 0.0 0.0 0.0
H 0.0 0.0 0.0
H 0.0 0.0 0.0
H 0.0 0.0 0.0
H 0.0 0.0 0.0
H 0.0 0.0 0.0
C 0.0 0.0 0.0
H 0.0 0.0 0.0
C 0.1 0.1 0.1
B -0.1 0.0 0.0
C 0.0 0.0 0.0
C 0.0 0.0 0.0
C 0.0 0.0 0.0
C 0.0 0.0 0.0
N 0.1 0.1 -0.1
H 0.0 0.0 0.0
O 0.0 0.0 0.0
H 0.0 0.0 0.0
C -0.1 -0.1 0.0
C 0.0 0.0 0.1
C 0.0 0.0 0.0
C 0.0 0.0 0.0
C 0.0 -0.1 0.1
H 0.0 0.0 0.0
N 0.0 0.0 0.0
C 0.0 0.0 0.0
H 0.0 0.0 0.0
H 0.0 0.0 0.0
H 0.0 0.0 0.0
N 0.4 0.5 0.0
C 0.0 0.0 0.0
C 0.0 -0.1 0.0
C 0.0 0.0 0.0
N 0.0 0.0 -0.1
Rb -0.6 -0.6 -0.4
H 0.0 0.0 0.0
C 0.0 0.0 0.0
C 0.1 0.0 0.1
H 0.0 0.0 0.0
H 0.0 0.0 0.0
O 0.0 0.0 0.0
H 0.0 0.0 0.0
N 0.1 0.0 0.0
C 0.0 0.0 0.0
H 0.0 0.0 0.0
H 0.0 0.0 0.0
C 0.0 0.1 0.1
H 0.0 0.0 0.0
C -0.1 0.0 0.0
C 0.1 0.1 -0.2
C 0.0 0.0 0.0
H 0.0 0.0 0.0
H 0.0 0.0 0.0
H 0.0 0.0 0.0
C 0.0 0.0 0.1
H 0.0 0.0 0.0
H 0.0 0.0 0.0
H 0.0 0.0 0.0
C 0.0 0.0 0.0
C 0.0 0.0 0.0
N -0.1 -0.1 0.1
C 0.0 0.0 0.1
H 0.0 0.0 0.0
H 0.0 0.0 0.0
C 0.0 0.0 0.0
H 0.0 0.0 0.0

Values from the calculation:
Frontier orbital gap in eV: 6.72
Total charge: -1
HOMO energy in eV: -4.353

=====

Record 2
The following is a DFT calculation (the ωB97M-V functional and the def2-TZVPD basis) of a single C10H14N2Si molecule at a distorted geometry.

Atoms and positions in Å:
H  -0.1240  -1.4159  -2.7813
C  2.4783  -1.1157  1.6366
Si  -0.9046  0.4987  -1.2267
C  1.4110  -0.7055  -0.5342
H  0.2425  2.7898  -1.0090
H  3.2559  -1.3184  2.3251
N  0.8466  -0.8344  3.5730
H  3.5268  -1.3159  -0.0986
C  -2.6583  0.8310  -0.5257
C  0.1327  -0.4769  1.4544
H  1.6057  -0.6821  4.2582
H  -3.4129  0.9225  -1.3093
H  -1.7352  -1.3933  -2.5570
N  -0.3249  -0.2037  3.6929
H  -1.8130  0.1257  2.3071
H  0.8710  1.7471  -2.2268
C  -0.9249  -0.6993  -2.7099
C  2.5520  -1.0656  0.2605
C  -0.8084  -0.0912  2.4901
C  1.2247  -0.8909  2.1864
H  1.5792  -0.7449  -1.6462
H  -0.6660  2.6997  -2.5089
H  -0.8894  -0.0831  -3.5875
C  -0.0606  2.0657  -1.8362
H  -2.9086  -0.0008  0.1738
H  -2.7542  1.6581  0.1488
C  0.2586  -0.3007  0.0504

Cartesian forces, eV/Å:
H 0.9 0.2 0.2
C -1.3 -0.1 -0.5
Si -0.3 -0.1 0.3
C 2.9 -0.8 -0.6
H -0.5 -1.0 -0.7
H 1.1 -0.3 0.1
N 2.8 0.3 -1.8
H 0.3 0.0 -1.0
C 0.5 -1.3 0.3
C 0.0 0.7 0.3
H -1.2 -0.1 -0.3
H 0.0 -0.1 0.1
H -1.0 0.2 -0.6
N -1.0 -0.5 0.1
H -1.3 0.8 0.1
H 0.9 -0.1 -1.0
C 0.2 0.2 1.3
C -0.4 -0.1 0.8
C 0.8 -0.3 -0.8
C -0.3 0.2 2.1
H -0.4 0.4 1.3
H 0.4 -0.6 -0.1
H -0.7 -0.1 -0.8
C -0.8 1.5 1.8
H -0.1 0.1 -0.9
H 0.3 1.0 0.1
C -1.8 0.1 -0.1

Values from the calculation:
Frontier orbital gap in eV: 9.36
SMILES string: C[Si](C)(C)c1cccc2[nH]ncc12
Total charge: 0
HOMO energy in eV: -8.539

=====

Record 3
The following is a DFT calculation (the ωB97M-V functional and the def2-TZVPD basis) of a single C4H7NO3 molecule at a distorted geometry.

Atoms and positions in Å:
H  0.7842  0.5571  -1.5433
H  -0.0642  -1.8111  -0.6108
H  2.7054  1.5510  -0.5265
O  -2.1180  -0.9016  -0.1794
O  1.9765  1.4731  0.0607
N  0.4360  -1.5280  0.2723
O  -2.0629  1.3806  0.0134
C  1.8105  -1.0017  -0.0861
H  2.1387  -1.6149  -0.9329
C  1.1170  0.3343  -0.4467
C  -1.4584  0.3169  0.1078
H  -2.9781  -0.5339  -0.7175
H  0.4206  0.3453  1.6186
C  0.0430  -0.0368  0.5740
H  2.5031  -1.0904  0.7543

Cartesian forces, eV/Å:
H 0.5 -0.8 2.0
H 0.7 0.6 1.3
H 1.0 0.1 -0.9
O -1.9 3.3 -2.0
O -2.6 -1.0 -0.1
N -0.8 1.0 0.8
O 2.1 -2.2 0.1
C -2.0 -1.4 -2.2
H 0.6 0.3 0.1
C 2.9 2.5 0.7
C -0.9 -0.3 1.0
H 2.8 -1.4 2.1
H -1.3 -0.9 -1.9
C -0.8 -0.3 -0.9
H -0.2 0.7 -0.1

Values from the calculation:
Frontier orbital gap in eV: 9.95
SMILES string: O=C(O)[C@H]1NC[C@@H]1O
Total charge: 0
HOMO energy in eV: -9.370

=====

Record 4
The following is a DFT calculation (the ωB97M-V functional and the def2-TZVPD basis) of a single C6H9NO molecule at a distorted geometry.

Atoms and positions in Å:
H  2.1470  -1.1611  -0.3243
O  -0.1060  1.3310  0.3619
H  -2.9048  -0.7665  0.9080
H  1.3196  -0.6960  -1.7292
C  -1.9846  -0.1411  0.8481
C  1.8909  1.1469  -0.6812
H  -2.3153  0.8722  0.3479
H  -1.6469  -0.0997  1.9308
H  -2.3014  -2.8095  -0.2394
C  0.2964  -0.2522  0.3609
C  -1.2437  -2.2493  -0.3615
H  2.7363  1.4076  -1.1866
H  0.5398  -0.3135  1.3345
H  -0.5697  -3.2167  -0.5808
C  1.4078  -0.3692  -0.5871
C  -0.9735  -0.9888  0.0717
N  1.0691  1.8939  -0.1802

Cartesian forces, eV/Å:
H -0.1 1.1 0.6
O 3.6 -2.3 -1.5
H 0.3 0.5 0.0
H -1.2 0.7 2.3
C -2.8 -0.6 -0.4
C -1.3 -5.6 0.9
H 1.1 -2.0 1.3
H -0.2 0.6 -1.4
H 2.0 2.3 -0.3
C -2.4 1.3 -4.2
C -0.5 -2.8 0.8
H 2.1 1.1 -1.1
H 1.2 -0.8 3.3
H -0.6 3.1 0.1
C 2.7 0.1 -3.2
C -0.9 -0.5 1.3
N -2.9 3.8 1.4

Values from the calculation:
Frontier orbital gap in eV: 10.37
SMILES string: C=C(C)[C@H]1CC=NO1
Total charge: 0
HOMO energy in eV: -9.605

=====

no.,LUMO (eV)
1,2.369
2,0.818
3,0.583
4,0.769